Entry 1:
The following is a DFT calculation (ωB97M-V/def2-TZVPD) of C30H32KNO3PSSi as an isolated structure at a distorted geometry.

Last column: Löwdin charge in e.
Positions of all 70 atoms, in Å:
1 K 2.410 -0.789 0.269  0.706
2 C 2.056 1.513 -5.918  -0.218
3 Si 0.464 1.808 -4.950  0.533
4 C -0.402 3.309 -5.742  -0.207
5 C -0.696 0.343 -5.311  -0.176
6 C 0.601 2.160 -3.104  -0.268
7 C -0.281 3.080 -2.558  -0.122
8 C -0.256 3.408 -1.206  -0.104
9 C 0.663 2.742 -0.419  -0.180
10 N 1.504 1.823 -0.879  -0.020
11 C 1.518 1.524 -2.202  -0.833
12 S 2.653 0.346 -2.707  0.505
13 H 1.868 1.556 -6.997  0.021
14 H 2.449 0.533 -5.664  -0.010
15 H 2.828 2.243 -5.669  0.025
16 H -0.418 3.187 -6.828  0.020
17 H 0.102 4.252 -5.517  0.026
18 H -1.440 3.392 -5.411  0.018
19 H -1.413 0.603 -6.094  0.017
20 H -1.263 0.036 -4.429  0.022
21 H -0.127 -0.524 -5.651  0.016
22 H -1.009 3.565 -3.203  0.082
23 H -0.923 4.149 -0.786  0.083
24 H 0.732 2.947 0.648  0.089
25 O 1.781 -4.128 0.071  -0.006
26 C 1.814 -3.361 1.039  -0.821
27 O 2.766 -2.643 1.437  -0.253
28 C 0.489 -3.208 1.865  -0.267
29 P -0.468 -1.835 1.093  1.054
30 C -2.168 -2.164 1.716  -0.379
31 C -2.383 -2.657 3.002  -0.103
32 C -3.670 -2.836 3.489  -0.102
33 C -4.764 -2.517 2.699  -0.112
34 C -4.563 -2.009 1.422  -0.096
35 C -3.277 -1.829 0.938  -0.102
36 C -0.608 -2.519 -0.601  -0.391
37 C -1.193 -3.756 -0.864  -0.095
38 C -1.137 -4.297 -2.135  -0.085
39 C -0.464 -3.628 -3.151  -0.080
40 C 0.120 -2.399 -2.899  -0.079
41 C 0.022 -1.838 -1.635  -0.126
42 H 0.749 -2.924 2.885  0.071
43 H -0.098 -4.127 1.844  0.081
44 H -1.532 -2.910 3.624  0.093
45 H -3.815 -3.228 4.488  0.095
46 H -5.768 -2.665 3.078  0.092
47 H -5.415 -1.754 0.804  0.097
48 H -3.127 -1.435 -0.060  0.106
49 H -1.671 -4.309 -0.064  0.109
50 H -1.591 -5.261 -2.333  0.096
51 H -0.389 -4.067 -4.139  0.097
52 H 0.669 -1.871 -3.668  0.079
53 H 0.464 -0.867 -1.447  0.030
54 C 3.549 0.187 4.535  0.000
55 C 2.415 0.752 3.716  -0.381
56 O 2.152 0.308 2.624  -0.001
57 C 1.616 1.880 4.277  -0.149
58 C 2.049 2.653 5.352  -0.036
59 C 1.288 3.726 5.790  -0.088
60 C 0.084 4.028 5.170  -0.087
61 C -0.360 3.253 4.106  -0.069
62 C 0.403 2.190 3.660  -0.013
63 H 3.867 -0.752 4.087  0.090
64 H 3.246 0.029 5.570  0.085
65 H 4.388 0.886 4.525  0.091
66 H 2.988 2.434 5.843  0.106
67 H 1.638 4.332 6.616  0.099
68 H -0.503 4.870 5.513  0.100
69 H -1.300 3.485 3.621  0.106
70 H 0.082 1.577 2.826  0.114

Summary:
E: -83593.478 eV
LUMO level: 2.03 eV
Orbital gap: 6.1 eV
ΔE to the lowest compared entry with this formula, charge and spin: 25.4 kcal/mol
Net charge: -1



Entry 2:
The following is a DFT calculation (ωB97M-V/def2-TZVPD) of the molecule C30H32N2O5.

Last column: Löwdin charge in e.
Positions of all 69 atoms, in Å:
1 C 0.453 6.260 -4.325  -0.038
2 O 0.294 4.907 -3.917  -0.036
3 C 0.462 3.984 -4.869  -0.459
4 O 0.704 4.242 -6.017  0.129
5 C 0.271 2.573 -4.337  -0.191
6 C -0.917 1.908 -5.073  -0.070
7 C -1.162 0.548 -4.482  -0.234
8 C -2.241 0.329 -3.637  -0.060
9 C -2.416 -0.897 -3.018  -0.091
10 C -1.508 -1.918 -3.237  -0.097
11 C -0.436 -1.713 -4.090  -0.072
12 C -0.265 -0.489 -4.709  -0.038
13 N 0.088 2.533 -2.909  0.132
14 C 0.742 1.637 -2.136  -0.429
15 O 1.607 0.902 -2.566  0.084
16 C 0.317 1.641 -0.686  -0.348
17 C 1.218 2.505 0.170  0.009
18 C -1.143 1.506 -0.364  -0.013
19 C -0.224 0.329 -0.185  -0.166
20 C 0.090 -0.203 1.193  -0.221
21 N -0.901 -1.210 1.545  0.147
22 C -1.488 -1.239 2.760  -0.578
23 O -1.450 -0.354 3.577  0.109
24 O -2.162 -2.407 2.926  -0.003
25 C -2.673 -2.613 4.238  -0.124
26 C -1.569 -2.783 5.251  -0.207
27 C -1.728 -2.327 6.552  -0.036
28 C -0.708 -2.477 7.474  -0.082
29 C 0.485 -3.072 7.102  -0.092
30 C 0.651 -3.526 5.805  -0.082
31 C -0.373 -3.387 4.886  -0.040
32 C 1.480 -0.797 1.332  -0.154
33 C 1.867 -1.254 2.589  -0.028
34 C 3.107 -1.834 2.775  -0.081
35 C 3.979 -1.961 1.706  -0.094
36 C 3.602 -1.503 0.457  -0.074
37 C 2.357 -0.925 0.264  -0.021
38 H 1.468 6.428 -4.687  0.100
39 H 0.254 6.868 -3.446  0.094
40 H -0.249 6.498 -5.127  0.098
41 H 1.182 1.997 -4.543  0.162
42 H -1.806 2.533 -4.962  0.127
43 H -0.668 1.843 -6.133  0.130
44 H -2.956 1.123 -3.466  0.112
45 H -3.257 -1.051 -2.357  0.106
46 H -1.637 -2.872 -2.746  0.101
47 H 0.273 -2.507 -4.266  0.105
48 H 0.578 -0.331 -5.365  0.122
49 H -0.626 3.117 -2.503  0.156
50 H 2.229 2.102 0.172  0.091
51 H 0.859 2.548 1.194  0.087
52 H 1.250 3.518 -0.230  0.088
53 H -1.507 1.995 0.528  0.118
54 H -1.862 1.466 -1.169  0.088
55 H -0.309 -0.454 -0.932  0.141
56 H -0.035 0.586 1.944  0.151
57 H -0.937 -2.049 0.989  0.161
58 H -3.277 -3.522 4.162  0.138
59 H -3.313 -1.771 4.521  0.130
60 H -2.653 -1.848 6.841  0.114
61 H -0.840 -2.117 8.484  0.102
62 H 1.285 -3.179 7.820  0.100
63 H 1.579 -3.990 5.506  0.101
64 H -0.242 -3.741 3.873  0.119
65 H 1.190 -1.148 3.425  0.110
66 H 3.395 -2.182 3.757  0.099
67 H 4.950 -2.413 1.850  0.099
68 H 4.279 -1.593 -0.380  0.104
69 H 2.089 -0.566 -0.717  0.095

Summary:
E: -44848.590 eV
LUMO level: 0.55 eV
Orbital gap: 9.5 eV
ΔE to the lowest compared entry with this formula, charge and spin: 5.2 kcal/mol
SMILES: COC(=O)[C@H](Cc1ccccc1)NC(=O)[C@@]1(C)C[C@@H]1[C@@H](NC(=O)OCc1ccccc1)c1ccccc1



Entry 3:
The following is a DFT calculation (ωB97M-V/def2-TZVPD) of C30H32N4PbS as an isolated structure.

Last column: Löwdin charge in e.
Positions of all 68 atoms, in Å:
1 Pb 0.109 0.808 -0.636  1.363
2 S -1.979 2.902 3.324  1.126
3 C -0.287 3.167 3.589  -0.460
4 C 0.341 3.872 4.612  -0.086
5 C 1.718 3.960 4.585  -0.086
6 C 2.461 3.358 3.562  -0.078
7 C 1.839 2.651 2.553  -0.012
8 C 0.449 2.555 2.572  -0.298
9 N -0.336 1.899 1.632  -0.035
10 C -1.602 2.003 1.886  -0.539
11 C -2.625 1.402 1.004  -0.280
12 C -3.971 1.482 1.354  -0.062
13 C -4.932 0.879 0.559  -0.081
14 C -4.536 0.193 -0.580  -0.083
15 C -3.190 0.133 -0.926  -0.137
16 C -2.200 0.739 -0.159  -0.259
17 H -0.230 4.338 5.404  0.109
18 H 2.231 4.501 5.369  0.104
19 H 3.539 3.447 3.564  0.104
20 H 2.401 2.176 1.760  0.107
21 H -4.274 2.008 2.253  0.087
22 H -5.978 0.937 0.830  0.103
23 H -5.276 -0.301 -1.198  0.102
24 H -2.916 -0.428 -1.817  0.089
25 C -1.687 -1.588 3.664  -0.045
26 C -0.786 -2.283 2.673  -0.277
27 C -0.319 -3.576 2.902  -0.042
28 C 0.509 -4.172 1.962  -0.281
29 C 1.045 -5.564 2.189  -0.057
30 C 0.860 -3.496 0.797  -0.017
31 C 0.411 -2.189 0.519  -0.291
32 C -0.415 -1.624 1.519  -0.032
33 N 0.709 -1.435 -0.597  -0.148
34 C 1.613 -1.932 -1.641  -0.659
35 C 1.050 -3.181 -2.342  -0.044
36 C 3.036 -2.187 -1.118  -0.043
37 C 1.735 -0.857 -2.729  -0.134
38 H -1.909 -2.231 4.515  0.071
39 H -2.631 -1.301 3.196  0.077
40 H -1.221 -0.674 4.042  0.074
41 H -0.592 -4.107 3.807  0.104
42 H 0.676 -5.979 3.127  0.068
43 H 2.136 -5.562 2.227  0.078
44 H 0.748 -6.236 1.381  0.077
45 H 1.502 -4.021 0.107  0.077
46 H -0.793 -0.618 1.387  0.041
47 H 1.025 -4.057 -1.699  0.059
48 H 1.653 -3.427 -3.219  0.080
49 H 0.027 -2.980 -2.667  0.086
50 H 3.096 -3.046 -0.455  0.063
51 H 3.376 -1.312 -0.560  0.085
52 H 3.723 -2.356 -1.951  0.082
53 H 0.747 -0.557 -3.098  0.055
54 H 2.299 -1.248 -3.577  0.086
55 H 2.259 0.032 -2.368  0.044
56 N -1.545 1.514 -4.165  0.145
57 C -0.374 2.221 -4.228  -0.399
58 C 0.145 2.658 -5.458  -0.027
59 C 1.326 3.360 -5.455  -0.077
60 C 1.958 3.652 -4.246  -0.082
61 C 1.361 3.192 -3.092  -0.174
62 N 0.233 2.480 -3.073  0.013
63 H -1.964 1.150 -4.999  0.097
64 H -1.864 1.166 -3.278  0.060
65 H -0.375 2.433 -6.380  0.107
66 H 1.767 3.677 -6.392  0.107
67 H 2.888 4.201 -4.208  0.097
68 H 1.806 3.379 -2.119  0.095

Summary:
E: -53673.278 eV
LUMO level: -0.09 eV
Orbital gap: 6.3 eV



Which formula does entry 2 have? C30H32N2O5



The lowest LUMO level belongs to which entry? C30H32N4PbS